ORCA calculation (the ωB97M-V functional and the def2-TZVPD basis) on an isolated molecule of C2H3NOS.

The geometry in XYZ format:
```
8
Properties=species:S:1:pos:R:3:forces:R:3:lowdin_charge:R:1
O 0.552 1.638 0.648 0.73 2.31 -1.20 0.038
C 0.621 1.079 -0.411 -0.23 -3.59 1.06 -0.293
N 0.085 -0.250 -0.374 2.07 -0.07 -4.32 -0.086
C -0.707 -0.704 0.631 2.18 1.07 3.07 -0.811
S -1.744 -1.891 0.503 -0.96 -1.02 -0.01 0.673
H 1.115 1.184 -1.454 -0.48 1.05 1.69 0.155
H 0.431 -0.840 -1.244 -1.94 1.17 2.52 0.182
H -0.352 -0.216 1.701 -1.39 -0.92 -2.81 0.142
```
Forces are in eV/Å.

Its HOMO-LUMO gap is 8.55 eV. As for the molecular weight: 89.12 g/mol. The energy relative to the best compared isomer or geometry (same formula, charge and spin) is 1.221 eV. Its SMILES is O=CNC=S. The total energy is -16493.9778 eV. The LUMO energy comes out at -0.33 eV.